{
  "formula": "CH5N3",
  "method": "wB97M-V/def2-TZVPD",
  "symbols": ["N", "C", "N", "N", "H", "H", "H", "H", "H"],
  "xyz": [[0.005383, 1.586376, -0.035432], [-0.044813, 0.294754, -0.005172], [1.010618, -0.600891, -0.045537], [-1.272433, -0.318035, -0.048107], [0.944790, 1.939420, 0.077240], [1.951141, -0.279751, -0.108033], [0.876795, -1.600415, 0.142666], [-1.411853, -1.314111, -0.005415], [-2.059630, 0.292649, 0.027792]],
  "atomic_forces_ev_per_a": [[-0.17, -1.01, 0.30], [0.12, 0.41, -0.48], [-0.43, -0.85, 0.28], [0.03, -0.09, 0.07], [0.22, -0.06, -0.11], [0.21, 0.23, 0.07], [0.06, 1.04, -0.15], [0.15, 0.31, -0.02], [-0.19, 0.03, 0.06]],
  "nbo_charge": [-0.799, 0.578, -0.851, -0.836, 0.333, 0.395, 0.387, 0.385, 0.407],
  "relative_energy_kcal_mol": 8.1,
  "smiles": "N=C(N)N",
  "homo_lumo_gap_ev": 9.6,
  "max_force_ha_per_bohr": 0.0208
}